(1)
Formula: C25H31N3O2
Source: the Open Molecules 2025 dataset
Level of theory: ωB97M-V/def2-TZVPD

```
61
Properties=species:S:1:pos:R:3:lowdin_charge:R:1
C -2.595 -3.409 -0.843 -0.0474
C -3.620 -2.506 -0.228 -0.2677
C -3.229 -1.310 0.358 0.0149
C -4.158 -0.448 0.921 -0.2039
C -5.504 -0.790 0.898 -0.0552
C -5.904 -1.981 0.321 -0.0774
C -4.970 -2.833 -0.241 -0.0505
H -5.292 -3.761 -0.692 0.1080
H -6.952 -2.246 0.306 0.1026
H -6.236 -0.125 1.333 0.1102
C -3.701 0.847 1.554 -0.0826
N -2.689 1.508 0.775 -0.0174
C -1.344 1.459 1.001 -0.1748
C -0.611 0.874 2.028 -0.0016
C 0.758 1.002 1.991 -0.0269
C 1.413 1.685 0.952 -0.1392
C 0.684 2.278 -0.065 0.0376
C -0.703 2.170 -0.046 -0.1116
C -1.733 2.638 -0.919 -0.1804
C -2.920 2.205 -0.395 -0.2062
C -4.309 2.384 -0.896 0.0018
H -4.801 1.418 -1.013 0.0818
H -4.899 2.985 -0.202 0.0886
H -4.299 2.886 -1.858 0.0738
C -1.497 3.438 -2.155 -0.0369
H -2.433 3.755 -2.605 0.0646
H -0.943 2.852 -2.889 0.0823
H -0.909 4.325 -1.923 0.0814
H 1.166 2.844 -0.848 0.1163
C 2.896 1.721 1.013 -0.4575
O 3.512 1.650 2.063 0.0465
N 3.525 1.850 -0.187 0.0654
H 2.979 1.697 -1.020 0.1293
C 4.940 1.602 -0.312 -0.1610
H 5.409 2.394 -0.905 0.1176
H 5.351 1.632 0.699 0.1137
C 5.203 0.243 -0.981 -0.1798
N 4.304 -0.769 -0.462 -0.1777
C 4.202 -1.939 -1.313 -0.1736
C 3.091 -2.839 -0.769 -0.2020
O 3.354 -3.241 0.552 -0.1315
C 3.506 -2.114 1.387 -0.1827
C 4.618 -1.191 0.894 -0.1559
H 4.664 -0.321 1.548 0.1060
H 5.585 -1.724 0.931 0.1324
H 3.735 -2.498 2.381 0.1280
H 2.564 -1.546 1.420 0.1194
H 3.010 -3.753 -1.360 0.1233
H 2.138 -2.288 -0.809 0.1251
H 3.950 -1.627 -2.329 0.1214
H 5.149 -2.508 -1.342 0.1295
H 5.003 0.334 -2.054 0.1155
H 6.266 -0.026 -0.856 0.1251
H 1.370 0.573 2.770 0.1131
H -1.089 0.331 2.830 0.1076
H -3.284 0.640 2.545 0.1308
H -4.557 1.518 1.687 0.1261
H -2.181 -1.046 0.373 0.1220
H -3.016 -4.387 -1.062 0.0740
H -1.743 -3.533 -0.176 0.0808
H -2.227 -2.977 -1.774 0.0848
```

The HOMO energy is -7.776 eV. The spin multiplicity is 1. Its SMILES is Cc1cccc(Cn2c(C)c(C)c3cc(C(=O)NCCN4CCOCC4)ccc32)c1. The gap between HOMO and LUMO comes out at 8.416 eV.

(2)
Formula: C6H12O
Source: the Open Molecules 2025 dataset
Level of theory: ωB97M-V/def2-TZVPD

```
19
Properties=species:S:1:pos:R:3:lowdin_charge:R:1
C -0.833 -0.078 2.260 -0.0979
O 0.175 0.582 1.524 -0.1440
C 1.177 -0.198 1.057 -0.2700
C 1.251 -1.528 1.033 -0.0010
C 0.586 -0.360 -2.051 -0.0387
C 0.154 0.879 -1.840 -0.2581
C -1.261 1.243 -1.501 -0.1167
H -0.410 -0.500 3.181 0.0989
H -1.302 -0.882 1.681 0.0878
H -1.584 0.675 2.507 0.0915
H 1.968 0.427 0.652 0.1190
H 2.128 -1.987 0.593 0.0542
H 0.457 -2.185 1.370 0.0488
H -0.083 -1.215 -1.977 0.0625
H 1.630 -0.579 -2.261 0.0567
H 0.867 1.703 -1.887 0.0967
H -1.727 1.813 -2.315 0.0707
H -1.866 0.347 -1.324 0.0726
H -1.297 1.864 -0.599 0.0669
```

The HOMO energy is -8.698 eV. The spin multiplicity is 1. Its SMILES is C=COC.C=CC. The gap between HOMO and LUMO comes out at 9.725 eV.

(3)
Formula: C4H5NO3
Source: the Open Molecules 2025 dataset
Level of theory: ωB97M-V/def2-TZVPD

```
13
Properties=species:S:1:pos:R:3:lowdin_charge:R:1
C 1.685 -0.697 0.621 0.0150
C 0.147 1.237 0.664 -0.0330
C -0.956 -0.392 -0.301 -0.4253
C 0.735 0.211 -0.117 -0.5199
N -1.998 0.428 -0.673 0.1588
O -0.272 2.251 1.030 0.2453
O -1.052 -1.558 -0.020 0.0952
O 0.593 0.179 -1.443 -0.0495
H -1.766 1.217 -1.257 0.1123
H -2.850 -0.075 -0.876 0.1184
H 1.746 -0.489 1.691 0.0933
H 2.679 -0.599 0.186 0.0993
H 1.310 -1.713 0.495 0.0899
```

The HOMO energy (spin up / spin down) is -8.378 / -8.378 eV. The spin multiplicity is 1. The gap between HOMO and LUMO (spin up / spin down) comes out at 8.003 / 8.003 eV.

(4)
Formula: C23H76N6O15
Source: the Open Molecules 2025 dataset
Level of theory: ωB97M-V/def2-TZVPD

```
120
Properties=species:S:1:pos:R:3:lowdin_charge:R:1
C 0.773 2.872 2.643 -0.0577
C 2.311 2.626 2.378 -0.2884
O 3.050 2.178 3.524 -0.0804
H 0.260 3.195 1.768 0.0255
H 0.740 3.687 3.362 0.0716
H 0.314 1.949 3.148 0.0696
H 2.746 3.618 1.925 0.1415
H 2.293 1.991 1.507 0.0653
H 3.106 2.870 4.191 0.0921
C 2.774 -1.495 1.212 -0.0613
C 3.824 -1.261 2.356 -0.2731
O 3.655 -2.177 3.417 -0.1205
H 1.795 -1.424 1.673 0.0292
H 2.867 -2.507 0.701 0.0935
H 2.655 -0.674 0.530 0.0387
H 3.763 -0.268 2.764 0.0869
H 4.811 -1.503 1.999 0.1042
H 4.399 -1.941 4.033 0.1279
C -4.084 -1.348 -3.020 -0.0610
C -3.452 -0.995 -1.677 -0.3492
O -2.793 0.183 -1.861 -0.1072
H -4.833 -0.591 -3.297 0.0888
H -4.509 -2.274 -2.953 0.0336
H -3.523 -1.354 -3.906 0.0481
H -2.702 -1.702 -1.220 0.1072
H -4.204 -0.927 -0.889 0.0977
H -1.992 0.241 -1.250 0.0667
C -0.550 -3.796 -1.291 -0.0583
C -0.421 -3.191 -2.720 -0.2466
O 0.852 -3.425 -3.326 -0.1021
H -0.385 -4.877 -1.304 0.0798
H -1.494 -3.672 -0.922 0.0016
H 0.131 -3.343 -0.529 0.0799
H -0.663 -2.179 -2.593 0.0771
H -1.129 -3.486 -3.453 0.1077
H 0.868 -4.298 -3.740 0.1111
C 0.547 0.281 -1.013 -0.0586
C -0.134 0.469 0.305 -0.2898
O -1.250 -0.410 0.501 -0.1029
H 0.972 -0.769 -0.895 0.0856
H 1.292 1.034 -1.199 0.0594
H -0.145 0.140 -1.872 0.0761
H -0.505 1.454 0.495 0.0696
H 0.528 0.171 1.125 0.0899
H -0.911 -1.180 0.959 0.0130
C -1.745 1.331 -5.088 -0.0757
C -1.458 2.825 -5.017 -0.2957
O -0.337 3.216 -5.812 -0.1140
H -1.774 0.915 -6.077 0.0637
H -2.772 1.214 -4.796 0.0523
H -1.148 0.712 -4.307 0.1007
H -1.237 3.037 -3.970 0.0740
H -2.321 3.512 -5.178 0.1229
H -0.382 2.803 -6.701 0.1210
C -2.967 1.731 2.549 -0.0585
C -3.793 1.437 1.266 -0.2967
O -5.108 1.826 1.532 -0.0532
H -1.984 1.487 2.272 0.0165
H -3.293 1.198 3.451 0.0590
H -2.969 2.791 2.750 0.0739
H -3.693 0.376 0.897 0.1064
H -3.452 2.068 0.453 0.0855
H -5.723 1.141 1.444 0.0508
C -1.579 4.050 -0.063 -0.0661
C -0.790 3.767 -1.350 -0.3543
O 0.558 3.898 -1.139 -0.1003
H -1.503 3.179 0.561 0.0092
H -2.603 4.333 -0.210 0.0714
H -1.024 4.890 0.517 0.1156
H -1.000 4.505 -2.092 0.1021
H -1.033 2.722 -1.645 0.1118
H 0.954 3.785 -2.036 0.0238
C 1.992 2.479 -3.562 -0.5917
O 1.627 1.325 -4.258 -0.1161
N 2.906 2.503 -2.670 0.1924
N 1.402 3.602 -3.797 0.1468
H 3.371 1.591 -2.457 0.0686
H 3.371 3.267 -2.180 0.1312
H 0.595 3.564 -4.449 0.0757
H 1.717 4.565 -3.548 0.1644
C 3.311 -1.020 -2.430 -0.5802
O 4.185 0.031 -2.376 -0.1311
N 3.590 -2.156 -1.738 0.1468
N 2.254 -1.038 -3.179 0.1711
H 4.483 -2.128 -1.314 0.0897
H 3.021 -3.014 -1.773 0.1103
H 2.039 -0.189 -3.742 0.0623
H 1.656 -1.916 -3.247 0.0911
C 0.260 -3.640 2.290 -0.5501
O -0.346 -2.382 2.083 -0.1459
N -0.189 -4.717 1.718 0.1743
N 1.374 -3.812 2.928 0.1831
H -0.978 -4.543 1.059 0.0916
H 0.149 -5.595 2.113 0.1335
H 1.958 -3.016 3.215 0.0722
H 1.952 -4.666 2.861 0.1420
C 4.537 1.541 0.091 -0.2329
O 5.220 2.603 -0.416 -0.0906
H 4.475 1.607 1.152 0.0533
H 5.195 0.672 -0.064 0.0953
H 3.540 1.465 -0.338 0.0514
H 4.932 3.389 0.090 0.0960
C -2.514 -1.434 4.466 -0.1612
O -1.539 -1.528 5.507 -0.1080
H -3.356 -2.141 4.478 0.0747
H -2.096 -1.299 3.449 0.0555
H -3.155 -0.514 4.619 0.0687
H -0.754 -1.068 5.244 -0.0200
C 0.723 -0.237 4.315 -0.1880
O 0.279 0.475 5.430 -0.0653
H 0.067 -0.311 3.402 0.0895
H 0.879 -1.303 4.572 0.0989
H 1.625 0.127 4.005 0.0326
H -0.284 1.154 5.111 0.0667
C -3.454 -3.602 1.851 -0.1920
O -3.025 -4.235 0.726 -0.1252
H -4.560 -3.651 1.926 0.0998
H -3.217 -2.553 1.933 0.0549
H -2.943 -4.108 2.688 0.0880
H -3.749 -4.784 0.419 0.0984
```

The HOMO energy is -8.774 eV. The spin multiplicity is 1. The gap between HOMO and LUMO comes out at 8.928 eV.

(5)
Formula: C10H14N2
Source: the Open Molecules 2025 dataset
Level of theory: ωB97M-V/def2-TZVPD

```
26
Properties=species:S:1:pos:R:3:lowdin_charge:R:1
C -0.921 1.742 -0.320 -0.3021
C 3.134 -1.389 0.423 -0.0999
C 1.709 -1.394 0.489 -0.1348
C 3.496 -0.158 -0.042 -0.1310
C 1.310 -0.170 0.148 -0.0032
C -2.383 -1.691 -0.365 -0.0959
C -3.365 0.324 0.694 -0.0485
C 2.400 1.977 -0.482 -0.0156
C -1.041 0.418 -0.590 -0.0218
C -2.057 -0.359 0.252 -0.4544
N -0.732 2.832 0.030 0.1772
N 2.405 0.575 -0.174 -0.1734
H 3.754 -2.198 0.875 0.1083
H 1.095 -2.323 0.694 0.1125
H 4.421 0.257 -0.241 0.1027
H -3.015 -2.150 0.468 0.1141
H -1.497 -2.303 -0.509 0.0773
H -2.936 -1.698 -1.223 0.0443
H -3.107 1.407 0.632 0.0711
H -3.696 0.006 1.697 0.0889
H -4.009 -0.073 -0.174 0.1057
H 1.365 2.367 -0.500 0.0568
H 3.166 2.462 0.094 0.0893
H 2.765 2.100 -1.475 0.0785
H -0.828 0.051 -1.563 0.1041
H -1.431 -0.610 1.163 0.1496
```

The HOMO energy is -8.440 eV. The spin multiplicity is 1. The gap between HOMO and LUMO comes out at 7.144 eV.

(6)
Formula: C19H60O13
Source: the Open Molecules 2025 dataset
Level of theory: ωB97M-V/def2-TZVPD

```
92
Properties=species:S:1:pos:R:3:lowdin_charge:R:1
C -3.637 -11.255 12.209 -0.0769
C -4.042 -10.122 11.234 -0.3091
O -5.013 -10.557 10.278 -0.0783
H -4.565 -11.768 12.612 0.0633
H -3.054 -10.894 13.067 0.0537
H -3.063 -12.103 11.706 0.0948
H -3.133 -9.753 10.685 0.1256
H -4.441 -9.283 11.752 0.0738
H -5.660 -10.913 10.880 0.0529
C -8.411 -5.166 16.907 -0.0915
C -9.676 -4.659 16.264 -0.2503
O -9.749 -5.263 14.934 -0.0637
H -7.557 -4.874 16.358 0.0416
H -8.396 -6.268 17.015 0.0779
H -8.207 -4.839 17.948 0.0890
H -9.728 -3.576 16.355 0.1143
H -10.510 -4.999 16.899 0.1171
H -10.554 -5.697 15.004 0.0230
C -5.517 -5.721 12.612 -0.0793
C -5.185 -5.205 14.003 -0.2883
O -4.774 -6.258 14.891 -0.1167
H -5.953 -4.906 11.984 0.0900
H -6.136 -6.592 12.573 0.0421
H -4.598 -6.078 12.072 0.0896
H -6.025 -4.749 14.497 0.0841
H -4.444 -4.358 13.915 0.1220
H -4.252 -6.925 14.387 0.0608
C -9.483 -10.715 19.220 -0.0763
C -8.513 -10.838 17.991 -0.3185
O -9.327 -10.937 16.862 -0.0882
H -10.191 -11.554 19.365 0.0762
H -10.026 -9.742 19.169 0.0762
H -8.829 -10.644 20.093 0.0589
H -7.848 -11.701 18.107 0.1107
H -7.929 -9.935 17.965 0.0755
H -8.868 -11.261 16.103 0.0295
C -8.309 -9.018 13.650 -0.0545
C -7.519 -8.860 14.922 -0.2319
O -6.243 -9.646 15.021 -0.1362
H -7.819 -8.424 12.826 0.0835
H -9.258 -8.528 13.875 0.0727
H -8.373 -10.048 13.263 0.0741
H -8.142 -9.149 15.754 0.0844
H -7.262 -7.794 15.012 0.1084
H -5.773 -9.112 15.721 0.0593
C -3.928 -12.583 18.293 -0.0875
C -2.658 -12.234 19.027 -0.3322
O -2.749 -10.857 19.385 -0.0840
H -4.814 -12.231 18.859 0.0877
H -4.036 -13.645 18.020 0.0819
H -3.795 -12.032 17.383 0.0573
H -1.769 -12.362 18.395 0.1124
H -2.529 -12.898 19.881 0.1066
H -2.134 -10.704 20.099 0.0753
C -12.614 -8.126 15.221 -0.1739
O -12.884 -6.861 15.780 -0.1195
H -11.711 -8.547 15.673 0.0741
H -13.456 -8.883 15.273 0.0963
H -12.416 -8.000 14.134 0.0728
H -13.274 -6.407 15.030 0.0696
C -2.543 -8.762 15.312 -0.1280
O -3.551 -8.712 14.300 -0.1527
H -2.100 -7.794 15.552 0.0810
H -2.883 -9.201 16.226 0.0623
H -1.665 -9.360 14.962 0.0872
H -4.351 -9.204 14.589 0.0590
C -5.368 -7.992 18.416 -0.0526
O -5.297 -7.948 16.950 -0.1587
H -4.676 -8.706 18.807 0.0610
H -5.096 -7.005 18.779 0.0844
H -6.422 -8.226 18.634 0.0741
H -5.373 -7.040 16.684 0.0428
C -11.232 -4.080 11.867 -0.2147
C -11.648 -5.448 11.301 -0.2164
O -10.702 -5.780 10.227 -0.0896
O -9.843 -4.093 12.334 -0.0887
H -11.885 -3.822 12.731 0.1196
H -11.370 -3.347 11.122 0.0978
H -12.678 -5.401 10.941 0.1139
H -11.677 -6.157 12.145 0.0954
H -9.788 -5.564 10.540 0.0907
H -9.807 -4.516 13.196 0.0238
C -7.296 -12.699 14.002 -0.2370
C -6.674 -14.084 14.220 -0.2330
O -5.318 -13.975 14.614 -0.0556
O -7.194 -12.046 15.249 -0.1268
H -8.300 -12.625 13.593 0.1158
H -6.667 -12.114 13.366 0.0848
H -6.827 -14.685 13.342 0.1078
H -7.227 -14.557 15.066 0.1298
H -5.364 -13.883 15.563 0.0633
H -6.690 -11.167 15.149 0.0574
```

The HOMO energy is -9.914 eV. The spin multiplicity is 1. Its SMILES is OCCO.OCCO.CCO.CCO.CCO.CCO.CCO.CCO.CO.CO.CO. The gap between HOMO and LUMO comes out at 10.295 eV.

E_tot: -1286.02695, -310.97650, -435.77646, -2378.81865, -498.75159, -1737.83751 (hartree)
Max |F|: 0.012, 0.005, 0.047, 0.142, 0.080, 0.059 (hartree/bohr)